1.
ORCA calculation (ωB97M-V/def2-TZVPD) on a cluster of 4 separate species, CH12NO3 in total at a distorted geometry.

Cartesian coordinates (Å):
C (1.225, 0.320, 1.317)
N (-0.256, 0.512, 1.050)
H (1.765, 0.806, 0.515)
H (1.427, 0.468, 2.368)
H (1.342, -0.745, 1.092)
H (-0.495, 1.489, 1.241)
H (-0.924, 0.044, 1.662)
H (-0.413, 0.305, 0.047)
H (-0.197, -1.419, -1.819)
H (0.435, -0.144, -2.147)
O (-0.179, -0.507, -1.493)
H (3.732, -1.726, -2.077)
H (2.609, -1.300, -2.970)
O (2.773, -1.701, -2.112)
H (-4.484, 0.519, 0.760)
H (-4.432, 1.948, 1.313)
O (-3.928, 1.131, 1.253)

Summary:
- Net charge: +1
- Gap between HOMO and LUMO: 11.716 eV
- Energy above the lowest of the compared OMol25 structures with the same formula, charge and spin: 24.85 kcal/mol

Here are the Löwdin charges for atoms 1 to 2, given in e:
1 C 0.004
2 N 0.128

2.
ORCA calculation (ωB97M-V/def2-TZVPD) on a cluster of 4 separate species, C38H77BFN2O8S4 in total at a distorted geometry.

Cartesian coordinates (Å):
C (0.266, -2.496, 4.919)
C (-0.245, -2.491, 3.652)
C (0.130, -1.499, 2.541)
C (-0.604, -1.831, 1.235)
C (-0.553, -3.296, 0.695)
C (0.458, -4.345, 1.191)
C (1.962, -4.038, 1.141)
C (2.565, -4.380, -0.266)
C (4.043, -4.837, -0.139)
C (4.947, -4.294, -1.267)
C (5.121, -2.779, -1.354)
C (6.009, -2.166, -0.279)
O (6.843, -1.156, -0.880)
C (6.157, 0.049, -1.012)
C (-2.085, -1.578, 1.695)
C (-3.135, -1.616, 0.614)
N (-2.838, -0.826, -0.609)
C (-3.820, -1.298, -1.677)
S (-4.682, 0.141, -2.402)
C (-5.842, 0.705, -1.101)
C (-7.202, 1.004, -1.774)
C (-1.419, -0.884, -1.065)
C (-1.285, 0.212, -2.135)
N (-1.546, -0.319, -3.497)
C (-0.381, -0.781, 0.073)
B (-0.487, 0.726, 0.653)
O (-1.685, 1.416, 0.556)
C (0.718, 1.464, 1.392)
C (0.261, 2.615, 2.303)
C (1.027, -0.838, -0.601)
F (2.043, -1.099, 0.291)
C (1.227, -1.737, -1.815)
C (2.655, -1.481, -2.383)
H (0.921, -3.268, 5.300)
H (0.013, -1.677, 5.588)
H (-0.977, -3.259, 3.427)
H (1.207, -1.436, 2.521)
H (-0.205, -0.543, 2.972)
H (-1.537, -3.732, 0.867)
H (-0.473, -3.304, -0.388)
H (0.191, -4.678, 2.186)
H (0.318, -5.237, 0.580)
H (2.452, -4.724, 1.828)
H (2.291, -3.058, 1.451)
H (2.624, -3.450, -0.817)
H (1.970, -5.152, -0.741)
H (4.467, -4.516, 0.808)
H (4.057, -5.924, -0.138)
H (5.943, -4.695, -1.079)
H (4.647, -4.676, -2.241)
H (4.189, -2.224, -1.387)
H (5.624, -2.575, -2.297)
H (5.419, -1.645, 0.456)
H (6.691, -2.877, 0.173)
H (5.193, -0.067, -1.513)
H (6.726, 0.742, -1.624)
H (6.002, 0.552, -0.052)
H (-2.328, -2.414, 2.346)
H (-2.147, -0.705, 2.337)
H (-4.069, -1.257, 1.035)
H (-3.324, -2.651, 0.361)
H (-3.159, 0.128, -0.435)
H (-3.319, -1.764, -2.511)
H (-4.589, -1.922, -1.250)
H (-5.971, -0.045, -0.327)
H (-5.482, 1.627, -0.667)
H (-7.147, 0.736, -2.822)
H (-8.005, 0.422, -1.336)
H (-7.463, 2.050, -1.682)
H (-1.349, -1.817, -1.619)
H (-2.014, 0.996, -1.989)
H (-0.309, 0.684, -2.153)
H (-1.242, -1.278, -3.579)
H (-1.038, 0.259, -4.150)
H (-1.584, 2.133, -0.103)
H (1.287, 1.932, 0.576)
H (1.402, 0.777, 1.875)
H (-0.344, 3.296, 1.717)
H (-0.236, 2.283, 3.205)
H (1.146, 3.180, 2.585)
H (1.230, 0.165, -0.976)
H (0.558, -1.531, -2.638)
H (1.182, -2.800, -1.604)
H (3.293, -2.349, -2.301)
H (3.112, -0.600, -1.946)
H (2.567, -1.270, -3.446)
C (-1.075, 6.240, -0.203)
C (0.220, 6.474, -0.992)
C (0.495, 5.204, -1.807)
S (-1.110, 4.462, -2.122)
O (-1.183, 3.184, -1.434)
O (-1.423, 4.572, -3.522)
C (-2.069, 5.647, -1.199)
H (-1.454, 7.160, 0.235)
H (-0.889, 5.531, 0.608)
H (0.089, 7.322, -1.665)
H (1.057, 6.705, -0.335)
H (0.975, 5.422, -2.757)
H (1.093, 4.487, -1.245)
H (-2.912, 5.150, -0.727)
H (-2.424, 6.399, -1.900)
C (4.636, -1.026, 7.309)
C (5.973, -1.351, 6.631)
C (5.793, -2.672, 5.873)
S (4.054, -2.768, 5.438)
O (3.457, -3.874, 6.143)
O (3.893, -2.613, 4.013)
C (3.565, -1.248, 6.245)
H (4.613, -0.006, 7.690)
H (4.473, -1.704, 8.149)
H (6.228, -0.555, 5.927)
H (6.785, -1.421, 7.352)
H (6.388, -2.704, 4.966)
H (6.026, -3.531, 6.499)
H (2.563, -1.358, 6.654)
H (3.580, -0.456, 5.496)
C (-5.885, 3.085, -5.469)
C (-6.711, 4.377, -5.514)
C (-6.835, 4.893, -4.074)
S (-5.376, 4.306, -3.208)
O (-5.786, 3.367, -2.188)
O (-4.515, 5.425, -2.908)
C (-4.685, 3.389, -4.577)
H (-5.572, 2.770, -6.463)
H (-6.481, 2.280, -5.032)
H (-6.193, 5.118, -6.127)
H (-7.691, 4.215, -5.957)
H (-6.860, 5.979, -4.030)
H (-7.708, 4.481, -3.572)
H (-4.183, 2.497, -4.204)
H (-3.969, 4.038, -5.080)

Summary:
- Net charge: +1
- Gap between HOMO and LUMO: 7.861 eV
- Energy above the lowest of the compared OMol25 structures with the same formula, charge and spin: 0.00 kcal/mol

Here are the Löwdin charges for atoms 1 to 2, given in e:
1 C 0.020
2 C -0.139

3.
ORCA calculation (ωB97M-V/def2-TZVPD) on the molecule C3H2F2O at a distorted geometry.

Cartesian coordinates (Å):
C (0.015, -1.723, 0.282)
C (-2.443, -0.789, -0.314)
C (-0.207, -0.290, 0.121)
O (-1.604, 0.085, 0.129)
F (1.207, -2.042, -0.049)
F (-3.647, -0.372, 0.072)
H (0.244, 0.361, 0.780)
H (0.178, 0.217, -0.750)

Summary:
- Gap between HOMO and LUMO: 8.846 eV
- Energy above the lowest of the compared OMol25 structures with the same formula, charge and spin: 117.81 kcal/mol

Here are the Löwdin charges for atoms 1 to 2, given in e:
1 C -0.004
2 C -0.122

4.
ORCA calculation (ωB97M-V/def2-TZVPD) on a structure of composition C27H37BrCuINO4Si at a distorted geometry.

Cartesian coordinates (Å):
Cu (0.227, -1.840, 0.440)
I (2.474, -3.230, -1.129)
C (1.063, -4.727, -0.635)
C (1.473, -6.021, -0.454)
C (0.451, -7.072, -0.470)
C (-0.871, -6.783, -0.730)
C (-1.274, -5.387, -0.803)
C (-2.581, -5.022, -1.265)
C (-2.865, -3.715, -1.533)
C (-1.954, -2.689, -1.134)
C (-0.691, -2.974, -0.623)
C (-0.321, -4.346, -0.645)
H (2.554, -6.259, -0.456)
H (0.743, -8.133, -0.294)
H (-1.644, -7.529, -0.889)
H (-3.262, -5.868, -1.462)
H (-3.768, -3.325, -1.977)
H (-2.169, -1.636, -1.364)
Br (0.985, -1.797, 6.985)
C (0.777, -1.870, 5.088)
C (1.477, -0.986, 4.318)
C (1.421, -1.066, 2.930)
N (0.620, -1.990, 2.326)
C (-0.044, -2.857, 3.075)
C (-0.104, -2.746, 4.469)
H (2.189, -0.302, 4.730)
H (1.909, -0.299, 2.299)
H (-0.628, -3.621, 2.538)
H (-0.799, -3.305, 5.072)
C (2.827, 3.547, -2.587)
C (2.365, 2.209, -2.112)
C (3.452, 1.422, -1.381)
C (1.820, 1.377, -3.255)
O (1.265, 2.426, -1.148)
Si (0.348, 1.525, -0.136)
O (0.786, -0.036, -0.017)
O (0.480, 2.142, 1.387)
C (0.172, 3.520, 1.837)
C (0.616, 4.538, 0.800)
C (-1.364, 3.527, 2.069)
C (0.943, 3.573, 3.130)
O (-1.184, 1.837, -0.558)
C (-2.249, 1.676, -1.502)
C (-1.793, 0.697, -2.573)
C (-3.386, 1.113, -0.679)
C (-2.511, 3.136, -1.927)
H (3.711, 3.458, -3.180)
H (3.185, 4.201, -1.726)
H (2.058, 4.117, -3.170)
H (4.256, 1.121, -2.048)
H (3.073, 0.519, -0.923)
H (3.893, 2.129, -0.636)
H (2.634, 0.954, -3.921)
H (1.135, 1.935, -3.879)
H (1.257, 0.465, -2.891)
H (-0.007, 4.520, -0.074)
H (1.658, 4.321, 0.528)
H (0.548, 5.514, 1.348)
H (-1.879, 3.273, 1.099)
H (-1.715, 4.507, 2.384)
H (-1.655, 2.744, 2.739)
H (1.999, 3.373, 2.969)
H (0.672, 2.815, 3.888)
H (0.912, 4.517, 3.651)
H (-1.095, -0.062, -2.174)
H (-1.291, 1.151, -3.424)
H (-2.684, 0.143, -2.967)
H (-3.016, 0.268, -0.134)
H (-4.253, 0.901, -1.307)
H (-3.673, 1.814, 0.031)
H (-1.612, 3.570, -2.341)
H (-2.801, 3.568, -0.950)
H (-3.280, 3.329, -2.649)

Summary:
- Gap between HOMO and LUMO (alpha / beta): 8.002 / 6.955 eV
- Multiplicity: 2

Here are the Löwdin charges for atoms 1 to 2, given in e:
1 Cu 0.453
2 I 1.013

5.
ORCA calculation (ωB97M-V/def2-TZVPD) on a structure of composition C52H41MgN2OP2S2.

Cartesian coordinates (Å):
Mg (0.672, -0.303, -1.299)
O (3.883, -0.144, 0.296)
S (2.448, -0.004, 0.654)
C (2.169, -1.027, 2.093)
C (3.054, -0.826, 3.147)
C (3.014, -1.681, 4.229)
C (2.109, -2.741, 4.243)
C (1.238, -2.935, 3.184)
C (1.237, -2.071, 2.086)
P (0.081, -2.299, 0.667)
C (0.324, -4.077, 0.303)
C (1.617, -4.473, -0.044)
C (1.877, -5.777, -0.431)
C (0.842, -6.704, -0.487)
C (-0.445, -6.317, -0.145)
C (-0.706, -5.008, 0.250)
C (-1.592, -2.203, 1.383)
C (-1.900, -2.059, 2.731)
C (-3.221, -1.910, 3.137)
C (-4.246, -1.906, 2.203)
C (-3.950, -2.045, 0.852)
C (-2.632, -2.181, 0.445)
C (2.243, 1.642, 1.362)
C (3.421, 2.335, 1.610)
C (3.346, 3.591, 2.191)
C (2.110, 4.122, 2.540)
C (0.945, 3.418, 2.278)
C (0.984, 2.180, 1.638)
P (-0.507, 1.159, 1.266)
C (-1.661, 2.155, 0.264)
C (-1.769, 3.544, 0.246)
C (-2.708, 4.162, -0.566)
C (-3.552, 3.403, -1.366)
C (-3.452, 2.020, -1.363)
C (-2.504, 1.402, -0.557)
C (-1.295, 1.129, 2.925)
C (-2.613, 1.517, 3.130)
C (-3.180, 1.423, 4.399)
C (-2.438, 0.942, 5.463)
C (-1.118, 0.544, 5.262)
C (-0.554, 0.632, 4.001)
H (3.781, -0.024, 3.101)
H (3.699, -1.536, 5.055)
H (2.094, -3.423, 5.083)
H (0.554, -3.776, 3.194)
H (2.433, -3.757, -0.010)
H (2.886, -6.072, -0.690)
H (1.041, -7.723, -0.792)
H (-1.253, -7.036, -0.177)
H (-1.715, -4.728, 0.523)
H (-1.118, -2.038, 3.479)
H (-3.443, -1.783, 4.190)
H (-5.273, -1.788, 2.524)
H (-4.744, -2.037, 0.115)
H (-2.402, -2.264, -0.615)
H (4.368, 1.883, 1.341)
H (4.253, 4.145, 2.394)
H (2.055, 5.087, 3.028)
H (-0.004, 3.822, 2.604)
H (-1.108, 4.159, 0.836)
H (-2.776, 5.243, -0.577)
H (-4.285, 3.891, -1.996)
H (-4.100, 1.422, -1.992)
H (-2.419, 0.318, -0.568)
H (-3.211, 1.877, 2.304)
H (-4.208, 1.730, 4.549)
H (-2.880, 0.879, 6.450)
H (-0.534, 0.163, 6.090)
H (0.472, 0.307, 3.852)
S (-1.458, 2.164, -4.409)
C (-0.594, 3.373, -3.516)
C (-0.589, 4.755, -3.684)
C (0.228, 5.506, -2.860)
C (1.034, 4.891, -1.894)
C (1.021, 3.520, -1.728)
C (0.181, 2.756, -2.538)
N (0.066, 1.366, -2.507)
C (-0.731, 0.920, -3.449)
C (-0.963, -0.523, -3.679)
C (-1.699, -0.942, -4.790)
C (-1.858, -2.295, -5.026)
C (-1.277, -3.210, -4.154)
C (-0.556, -2.772, -3.047)
C (-0.365, -1.412, -2.758)
H (-1.200, 5.228, -4.441)
H (0.254, 6.582, -2.972)
H (1.681, 5.498, -1.274)
H (1.650, 3.041, -0.986)
H (-2.144, -0.224, -5.472)
H (-2.424, -2.635, -5.883)
H (-1.390, -4.273, -4.342)
H (-0.137, -3.528, -2.389)
C (4.214, 0.734, -5.337)
C (4.588, -0.039, -4.065)
C (3.473, -0.074, -3.110)
N (2.581, -0.088, -2.396)
H (5.018, 0.643, -6.064)
H (4.062, 1.791, -5.118)
H (3.301, 0.337, -5.779)
H (5.440, 0.413, -3.557)
H (4.856, -1.070, -4.292)

Summary:
- Net charge: +1
- Gap between HOMO and LUMO: 8.193 eV

Here are the Löwdin charges for atoms 1 to 2, given in e:
1 Mg 0.458
2 O -0.458